Record 1
The following is a quantum chemistry calculation of C3H3MgO3 as an isolated structure at a distorted geometry, from the Open Molecules 2025 dataset.

Computed properties:
LUMO = -0.5950 Ha
Charge = +3
DFT total energy = -14709.325 eV
HOMO energy = -26.40 eV
Orbital gap = 10.21 eV

Each line ends with the Löwdin charge.
Positions of all 10 atoms, in Å:
O: 0.8348 -0.4989 -0.0194  0.2161
Mg: -0.3382 -3.9767 0.8766  1.7457
O: -0.6858 -2.0496 0.6005  0.1424
C: -0.2888 -0.9689 0.3016  -0.3349
O: -1.2840 0.2503 0.2541  0.2867
C: -0.6382 1.2904 0.0516  0.1073
H: -0.7390 2.1495 -0.7486  0.2790
C: 0.7527 1.0519 -0.3111  0.1415
H: 1.4397 1.5654 0.3842  0.2076
H: 0.9467 1.1865 -1.3896  0.2086

Cartesian forces (eV/Å) of the 2 atoms listed first:
-0.1 0.7 -0.1
-0.3 0.0 0.1

***

Record 2
The following is a quantum chemistry calculation of a single C7H8O molecule, from the Open Molecules 2025 dataset.

Computed properties:
LUMO = 0.0286 Ha
SMILES string = C#C[C@@H](O)C(C)=C=C
DFT total energy = -9432.383 eV
HOMO energy = -9.58 eV
Orbital gap = 10.36 eV

Each line ends with the Löwdin charge.
Positions of all 16 atoms, in Å:
C: 1.9244 1.8043 -1.5521  0.1470
C: 1.0633 0.9903 -1.3866  -0.0736
C: 0.0383 -0.0172 -1.1587  -0.3688
O: 0.4487 -1.2286 -1.7752  -0.0136
C: -0.1688 -0.2042 0.3432  -0.2550
C: 1.0506 -0.6037 1.1218  -0.0367
C: -1.3486 -0.0546 0.8658  -0.0584
C: -2.5325 0.1021 1.3663  0.0208
H: 2.6673 2.5282 -1.7086  0.0225
H: -0.9039 0.3381 -1.6128  0.1530
H: -0.2208 -1.8984 -1.6003  0.1025
H: 0.7850 -0.9034 2.1321  0.0821
H: 1.7466 0.2336 1.1672  0.0801
H: 1.5525 -1.4276 0.6157  0.0843
H: -2.8668 1.0549 1.7459  0.0574
H: -3.2353 -0.7139 1.4363  0.0563

Cartesian forces (eV/Å) of the 2 atoms listed first:
-0.4 -0.3 0.1
0.3 0.1 -0.2

***

Record 3
The following is a quantum chemistry calculation of a single CH5NO2S molecule at a distorted geometry, from the Open Molecules 2025 dataset.

Computed properties:
LUMO (spin up / spin down) = 0.0187 / -0.1149 Ha
DFT total energy = -17531.474 eV
HOMO energy (spin up / spin down) = -5.36 / -10.47 eV
Orbital gap (spin up / spin down) = 5.87 / 7.34 eV
Multiplicity = 3

Each line ends with the Mulliken spin population.
Positions of all 10 atoms, in Å:
C: 1.0010 0.4918 -0.1205  0.0637
N: -0.2500 0.0087 -0.7106  0.1032
O: 1.7388 -0.1518 0.8446  0.0254
O: -2.7262 -0.8409 -0.6822  0.3654
S: -1.8701 0.1370 -0.0805  0.9363
H: 1.0872 -0.3734 1.5497  -0.0162
H: 1.8030 0.6788 -1.0049  0.0044
H: 0.7072 1.5571 0.1644  0.0005
H: -0.0975 -0.9540 -1.0624  0.0210
H: -1.3932 -0.5533 1.1024  0.4962

Cartesian forces (eV/Å) of the 2 atoms listed first:
1.1 4.3 -2.9
0.5 -2.2 0.8

***

Record 4
The following is a quantum chemistry calculation of a single C4H12N2O2 molecule at a distorted geometry, from the Open Molecules 2025 dataset.

Computed properties:
LUMO = 0.0233 Ha
SMILES string = N[C@@H](CO)CNCO
DFT total energy = -11417.055 eV
HOMO energy = -9.04 eV
Orbital gap = 9.68 eV

Each line ends with the Löwdin charge.
Positions of all 20 atoms, in Å:
N: 0.7987 2.1632 1.4283  0.0431
C: 0.4124 0.8055 1.0746  -0.3917
C: -1.0767 0.5833 1.3333  -0.2084
O: -1.2935 -0.8407 1.3013  -0.0805
C: 0.7386 0.5920 -0.3874  -0.1833
N: 1.0855 -0.8245 -0.6754  -0.0391
C: 0.5997 -1.2908 -1.9294  -0.3038
O: -0.8244 -1.2427 -2.0883  -0.0782
H: 0.4799 2.8032 0.7089  0.0768
H: 0.4818 2.4272 2.3508  0.0714
H: 0.9114 0.1053 1.7188  0.1403
H: -1.7210 1.0895 0.6058  0.1251
H: -1.3669 0.9382 2.3091  0.1052
H: -2.2212 -1.0779 1.2232  0.0875
H: 1.6569 1.1394 -0.6423  0.1171
H: -0.0012 1.0188 -1.0773  0.1231
H: 0.7146 -1.3896 0.0758  0.0904
H: 0.9324 -2.3188 -2.0870  0.1152
H: 0.9833 -0.6568 -2.7309  0.1214
H: -1.2221 -1.5095 -1.2445  0.0683

Cartesian forces (eV/Å) of the 2 atoms listed first:
0.4 -0.1 -0.2
-1.3 1.1 -0.3

***

Record 5
The following is a quantum chemistry calculation of a 2-piece molecular cluster, C5H4O2 overall, from the Open Molecules 2025 dataset.

Computed properties:
LUMO = -0.0379 Ha
SMILES string = O=C1C#CCC1=O.[H][H]
DFT total energy = -9339.225 eV
HOMO energy = -10.41 eV
Orbital gap = 9.38 eV

Each line ends with the Löwdin charge.
Positions of all 11 atoms, in Å:
O: -2.0210 -0.4497 -0.6724  0.1501
C: -0.8874 -0.3141 -0.3440  -0.3260
C: 0.0508 0.8409 -0.2583  0.0274
C: 1.1264 0.4315 0.1877  0.0129
C: 1.4803 -0.9258 0.5613  -0.0723
C: 0.0406 -1.5553 0.1797  -0.2441
O: -0.2751 -2.6906 0.2592  0.1853
H: 1.6874 -1.0973 1.6217  0.1218
H: 2.2603 -1.4042 -0.0378  0.1217
H: -1.1975 3.2179 -0.7256  -0.0030
H: -1.8580 3.4139 -1.0133  0.0262

Cartesian forces (eV/Å) of the 2 atoms listed first:
0.8 0.1 0.2
-0.9 -0.1 -0.3

***

Record 6
The following is a quantum chemistry calculation of an isolated ion of composition C5H11O and charge -1 at a distorted geometry, from the Open Molecules 2025 dataset.

Computed properties:
LUMO = 0.1393 Ha
Charge = -1
SMILES string = CCCCC[O-]
DFT total energy = -7408.307 eV
HOMO energy = -1.99 eV
Orbital gap = 5.78 eV

Each line ends with the Löwdin charge.
Positions of all 17 atoms, in Å:
C: 0.1652 -1.3344 1.9283  -0.1000
C: 0.3066 0.2839 1.5829  -0.2253
C: -0.3420 0.7540 0.1596  -0.2728
C: 0.3229 0.1224 -1.0441  -0.2883
C: -0.3514 0.4692 -2.3754  -0.5156
O: 0.1340 -0.3843 -3.4280  -0.4652
H: -0.9223 -1.4617 2.1873  0.0788
H: 0.9407 -1.6444 2.5530  0.0137
H: 0.5599 -1.8535 1.0775  0.0324
H: -0.3304 0.7192 2.3174  0.0464
H: 1.4081 0.5743 1.5324  0.0995
H: -1.4300 0.2913 -0.0024  0.1192
H: -0.5518 1.8716 0.3712  0.1140
H: 1.3822 0.6016 -0.8564  0.1209
H: 0.5000 -0.9766 -1.1274  0.1043
H: -0.3438 1.5847 -2.6129  0.0787
H: -1.4478 0.3828 -2.2631  0.0594

Cartesian forces (eV/Å) of the 2 atoms listed first:
-0.8 3.4 -2.1
-0.1 -2.2 -2.1

***

Record 7
The following is a quantum chemistry calculation of C34H24N4O3RuSe as an isolated structure at a distorted geometry, from the Open Molecules 2025 dataset.

Computed properties:
LUMO (spin up / spin down) = 0.0741 / 0.0733 Ha
Charge = -1
DFT total energy = -115682.331 eV
HOMO energy (spin up / spin down) = -4.15 / -4.43 eV
Orbital gap (spin up / spin down) = 6.17 / 6.42 eV
Multiplicity = 2

Each line ends with the Mulliken spin population.
Positions of all 67 atoms, in Å:
Ru: -0.2566 -0.0205 0.5270  0.8244
O: 3.1167 -2.9756 -0.2192  -0.0008
C: 2.5200 -4.0376 0.3460  0.0031
C: 3.2406 -5.2238 0.4616  -0.0011
C: 2.6637 -6.3444 1.0284  0.0018
C: 1.3517 -6.3050 1.4928  -0.0011
C: 0.6296 -5.1339 1.3808  0.0011
C: 1.1934 -3.9902 0.8069  0.0023
C: 0.4136 -2.7577 0.6865  -0.0035
O: 1.0430 -1.6648 0.3735  0.0285
N: -0.8834 -2.8050 0.8799  -0.0015
N: -1.4593 -1.5761 0.8176  -0.0136
C: -2.7570 -1.5540 0.8977  -0.0060
C: -3.5731 -0.3915 0.9315  0.0094
C: -4.9701 -0.5542 1.0139  -0.0116
C: -5.8341 0.5152 1.0025  0.0210
C: -5.3246 1.8118 0.9209  -0.0157
C: -3.9627 2.0185 0.8658  0.0197
C: -3.0549 0.9456 0.8797  -0.0097
O: -1.7824 1.2079 0.8544  0.0437
H: 2.4805 -2.2248 -0.1881  -0.0038
H: 4.2598 -5.2488 0.0973  -0.0001
H: 3.2384 -7.2591 1.1088  0.0002
H: 0.9009 -7.1819 1.9396  0.0000
H: -0.3904 -5.0614 1.7288  -0.0001
H: -3.2293 -2.5308 0.9313  -0.0004
H: -5.3613 -1.5631 1.0922  -0.0008
H: -6.9027 0.3465 1.0501  0.0020
H: -5.9946 2.6627 0.9031  -0.0008
H: -3.5469 3.0174 0.8208  0.0010
C: 1.3951 -0.9258 4.4525  -0.0138
C: 2.3631 0.0663 4.5619  0.0208
C: 2.4824 1.0263 3.5764  -0.0157
C: 1.6278 1.0118 2.4685  0.0276
C: 0.6738 -0.0107 2.3452  -0.0641
C: 0.5686 -0.9734 3.3340  0.0360
C: 1.6134 2.0289 1.4384  0.0081
C: 2.2161 3.2916 1.5679  0.0071
C: 1.9863 4.2648 0.6443  -0.0035
C: 1.1250 4.0044 -0.4420  0.0035
C: 0.7781 4.9861 -1.3847  -0.0026
C: -0.0593 4.6906 -2.4306  0.0030
C: -0.5670 3.3937 -2.5688  -0.0025
C: -0.2581 2.4165 -1.6543  0.0078
C: 0.5820 2.6932 -0.5575  0.0015
N: 0.8668 1.7172 0.3643  -0.0074
H: 1.2923 -1.6712 5.2319  -0.0007
H: 3.0260 0.0886 5.4183  0.0015
H: 3.2514 1.7879 3.6506  -0.0014
H: -0.1538 -1.7770 3.2519  -0.0017
H: 2.8342 3.5017 2.4297  0.0001
H: 2.4317 5.2462 0.7554  -0.0006
H: 1.1768 5.9877 -1.2679  -0.0001
H: -0.3176 5.4594 -3.1478  0.0000
H: -1.2091 3.1449 -3.4035  0.0000
H: -0.6681 1.4237 -1.7673  0.0011
Se: 0.0334 -1.0327 -2.2255  0.0867
C: 0.1760 0.0313 -3.8084  0.0039
C: -0.9232 0.3251 -4.6167  0.0043
C: -0.7311 1.0700 -5.7697  -0.0018
N: 0.4492 1.5391 -6.1695  0.0074
C: 1.4930 1.2660 -5.3868  -0.0022
C: 1.4138 0.5309 -4.2155  0.0099
H: -1.9094 -0.0300 -4.3489  0.0009
H: -1.5733 1.3049 -6.4161  -0.0001
H: 2.4487 1.6603 -5.7219  -0.0001
H: 2.2962 0.3401 -3.6200  -0.0006

Cartesian forces (eV/Å) of the 2 atoms listed first:
-0.1 -1.3 0.1
0.4 -0.4 0.0

***

Record 8
The following is a quantum chemistry calculation of a 5-piece molecular cluster, C7H11Cl13 overall at a distorted geometry, from the Open Molecules 2025 dataset.

Computed properties:
LUMO = 0.0094 Ha
SMILES string = ClC(Cl)Cl.ClC(Cl)Cl.ClC(Cl)Cl.ClCCCl.ClCCCl
DFT total energy = -170228.803 eV
HOMO energy = -10.37 eV
Orbital gap = 10.62 eV

Each line ends with the Löwdin charge.
Positions of all 31 atoms, in Å:
Cl: 5.9769 -3.1355 0.5879  0.5032
C: 4.4071 -2.2987 0.3353  -1.4924
Cl: 4.1545 -1.9285 -1.3934  0.5248
Cl: 4.2837 -0.8624 1.4092  0.4792
H: 3.6474 -3.0398 0.5840  -0.0214
Cl: -6.0955 -0.2652 1.6486  0.5081
C: -4.9537 -0.0639 2.9996  -1.5154
Cl: -5.2750 1.5237 3.6513  0.5436
Cl: -3.2725 -0.2965 2.4145  0.5185
H: -5.1207 -0.8248 3.7620  0.0212
Cl: 1.5113 -2.1981 2.2661  0.6115
C: 0.0388 -1.6903 1.5837  -1.5317
Cl: -0.9699 -2.9825 0.8919  0.5363
Cl: 0.2419 -0.3311 0.3899  0.5458
H: -0.5696 -1.2066 2.3479  -0.0316
Cl: -4.3924 -0.4880 -3.2260  0.5384
C: -3.8036 0.6623 -1.9863  -0.6401
C: -2.4752 0.1779 -1.4994  -0.7911
Cl: -1.2049 0.3064 -2.6627  0.5684
H: -4.4540 0.6417 -1.1119  0.0561
H: -3.8183 1.6606 -2.4237  0.0745
H: -2.6025 -0.8457 -1.1469  0.0545
H: -2.1583 0.6862 -0.5887  0.0290
Cl: 4.7755 2.5597 0.4584  0.5460
C: 4.1130 2.2253 -1.1634  -0.6724
C: 2.6694 1.9223 -1.0127  -0.6887
Cl: 1.8503 1.8956 -2.6212  0.5237
H: 4.6896 1.4446 -1.6596  0.0706
H: 4.1644 3.1352 -1.7614  0.0665
H: 2.1579 2.6976 -0.4422  0.0703
H: 2.4847 0.9183 -0.6306  -0.0057

Cartesian forces (eV/Å) of the 2 atoms listed first:
-0.5 0.4 -0.1
0.3 -0.3 0.1

***

Among the records above, which one has the highest DFT total energy?
C5H11O